# C38H44NOS2Si

A cluster of 2 separate species, C38H44NOS2Si in total (ωB97M-V/def2-TZVPD, the Open Molecules 2025 dataset).

Element x y z (Å)
C (-5.581, 2.074, -0.449)
Si (-3.912, 2.856, -0.161)
C (-2.834, 2.530, -1.660)
C (-4.171, 4.700, 0.008)
O (-3.272, 2.236, 1.280)
C (-2.125, 1.359, 1.391)
C (-2.352, 0.160, 0.456)
C (-1.514, -0.137, -0.610)
C (-1.753, -1.225, -1.424)
C (-2.840, -2.039, -1.189)
C (-3.699, -1.746, -0.152)
C (-3.463, -0.649, 0.653)
C (-0.850, 2.156, 1.086)
C (-0.916, 3.535, 0.982)
C (0.195, 4.289, 0.662)
C (1.408, 3.667, 0.461)
C (1.505, 2.298, 0.607)
C (0.390, 1.552, 0.940)
C (-2.081, 0.854, 2.872)
C (-1.911, 1.975, 3.921)
C (-0.861, 1.468, 4.927)
C (-0.089, 0.366, 4.189)
N (-1.000, -0.149, 3.132)
C (-1.238, -1.501, 2.950)
C (-0.415, -2.488, 3.374)
C (-0.765, -3.892, 3.417)
C (0.207, -4.845, 3.739)
C (-0.120, -6.180, 3.834)
C (-1.419, -6.597, 3.621)
C (-2.395, -5.670, 3.311)
C (-2.077, -4.335, 3.209)
H (-6.013, 2.452, -1.372)
H (-5.485, 0.995, -0.522)
H (-6.246, 2.313, 0.375)
H (-3.161, 3.149, -2.492)
H (-1.793, 2.753, -1.447)
H (-2.919, 1.487, -1.954)
H (-4.694, 5.079, -0.863)
H (-4.768, 4.904, 0.890)
H (-3.230, 5.232, 0.095)
H (-0.683, 0.508, -0.835)
H (-1.088, -1.435, -2.246)
H (-3.024, -2.894, -1.821)
H (-4.556, -2.374, 0.031)
H (-4.159, -0.409, 1.438)
H (-1.860, 4.017, 1.164)
H (0.105, 5.358, 0.555)
H (2.275, 4.253, 0.198)
H (2.451, 1.808, 0.439)
H (0.474, 0.488, 1.086)
H (-3.031, 0.342, 3.059)
H (-1.564, 2.888, 3.428)
H (-2.863, 2.221, 4.404)
H (-0.194, 2.270, 5.270)
H (-1.349, 1.060, 5.823)
H (0.817, 0.753, 3.713)
H (0.205, -0.446, 4.863)
H (-2.163, -1.759, 2.467)
H (0.567, -2.215, 3.721)
H (1.217, -4.519, 3.925)
H (0.640, -6.899, 4.088)
H (-1.671, -7.642, 3.696)
H (-3.413, -5.989, 3.163)
H (-2.857, -3.622, 3.003)
C (1.564, 0.446, 9.951)
C (2.405, -0.323, 9.160)
C (2.847, 0.156, 7.954)
C (2.473, 1.446, 7.492)
C (2.917, 1.935, 6.251)
S (2.326, 3.526, 5.786)
C (2.796, 3.678, 4.076)
C (4.218, 3.183, 3.856)
C (4.239, 1.663, 3.763)
S (3.999, 0.880, 5.347)
C (1.613, 2.206, 8.330)
C (1.181, 1.713, 9.535)
H (1.224, 0.066, 10.900)
H (2.712, -1.300, 9.494)
H (3.502, -0.442, 7.346)
H (2.086, 3.092, 3.486)
H (2.669, 4.722, 3.773)
H (4.687, 3.653, 2.978)
H (4.826, 3.487, 4.719)
H (3.442, 1.309, 3.105)
H (5.178, 1.293, 3.339)
H (1.318, 3.191, 8.016)
H (0.546, 2.315, 10.164)

Computed properties:
**Multiplicity**: 1
**Net charge**: +1
**E_LUMO**: -5.3 eV
**HOMO**: -0.3305 Ha
**E**: -73201.123 eV
**Gap between HOMO and LUMO**: 3.6964 eV

***

# C38H45BrN4O4S2Y

A structure of composition C38H45BrN4O4S2Y (ωB97M-V/def2-TZVPD, the Open Molecules 2025 dataset).

Element x y z (Å)
Y (-0.151, 0.290, -0.176)
O (0.549, -2.116, -3.734)
C (1.610, -1.462, -4.299)
C (2.054, -1.903, -5.535)
C (3.144, -1.290, -6.130)
C (3.796, -0.230, -5.508)
C (3.344, 0.202, -4.273)
C (2.258, -0.408, -3.650)
C (1.850, 0.007, -2.270)
O (0.447, 0.090, -2.053)
N (2.433, -0.969, -1.315)
N (1.721, -1.186, -0.158)
C (1.906, -2.270, 0.496)
C (1.227, -2.575, 1.746)
Br (-0.142, -1.332, 2.289)
C (1.376, -3.655, 2.522)
C (2.374, -4.717, 2.375)
C (1.992, -6.006, 2.748)
C (2.870, -7.066, 2.597)
C (4.148, -6.839, 2.104)
C (4.555, -5.550, 1.776)
C (3.674, -4.492, 1.910)
H (0.192, -1.541, -3.043)
H (1.534, -2.721, -6.016)
H (3.485, -1.639, -7.096)
H (4.639, 0.250, -5.984)
H (3.842, 1.030, -3.778)
H (2.291, 0.990, -2.065)
H (2.832, -1.793, -1.753)
H (2.573, -3.043, 0.118)
H (0.665, -3.787, 3.331)
H (0.999, -6.179, 3.147)
H (2.564, -8.065, 2.876)
H (4.839, -7.664, 1.999)
H (5.567, -5.373, 1.436)
H (4.023, -3.485, 1.713)
O (-2.052, -0.582, -0.563)
S (-2.762, -1.083, -1.859)
C (-2.957, 0.405, -2.875)
C (-4.044, 1.390, -2.465)
C (-3.786, 2.176, -1.173)
C (-2.921, 3.429, -1.374)
S (-1.555, 3.633, -0.241)
O (-0.696, 2.377, -0.435)
C (-2.327, 3.406, 1.333)
C (-2.239, 2.192, 2.001)
C (-2.848, 2.048, 3.239)
C (-3.539, 3.118, 3.795)
C (-3.615, 4.331, 3.124)
C (-2.998, 4.488, 1.891)
C (-4.408, -1.454, -1.387)
C (-4.914, -1.091, -0.148)
C (-6.232, -1.424, 0.139)
C (-7.007, -2.093, -0.800)
C (-6.475, -2.453, -2.032)
C (-5.156, -2.147, -2.332)
H (-3.126, 0.004, -3.877)
H (-1.946, 0.826, -2.882)
H (-4.993, 0.861, -2.373)
H (-4.176, 2.076, -3.306)
H (-3.344, 1.522, -0.422)
H (-4.742, 2.493, -0.758)
H (-3.481, 4.361, -1.254)
H (-2.439, 3.485, -2.355)
H (-1.732, 1.347, 1.549)
H (-2.798, 1.102, 3.765)
H (-4.021, 3.007, 4.758)
H (-4.151, 5.162, 3.563)
H (-3.043, 5.443, 1.379)
H (-4.295, -0.582, 0.578)
H (-6.654, -1.166, 1.101)
H (-8.031, -2.350, -0.566)
H (-7.077, -2.990, -2.752)
H (-4.724, -2.455, -3.278)
C (4.321, 2.019, 1.815)
C (3.212, 1.361, 0.969)
N (1.874, 1.839, 1.383)
C (1.742, 1.666, 2.844)
C (2.719, 2.592, 3.600)
N (3.684, 3.146, 2.586)
C (2.958, 4.066, 1.641)
C (1.763, 3.276, 1.067)
H (5.118, 2.447, 1.212)
H (4.756, 1.346, 2.551)
H (3.253, 0.281, 1.080)
H (3.348, 1.585, -0.088)
H (1.937, 0.623, 3.083)
H (0.718, 1.893, 3.140)
H (3.306, 2.066, 4.350)
H (2.231, 3.444, 4.068)
H (4.412, 3.672, 3.069)
H (3.676, 4.372, 0.883)
H (2.654, 4.941, 2.211)
H (1.721, 3.405, -0.013)
H (0.828, 3.644, 1.489)

Computed properties:
**Multiplicity**: 1
**Net charge**: +3
**E_LUMO**: -7.4 eV
**HOMO**: -0.5283 Ha
**E**: -147021.542 eV
**Gap between HOMO and LUMO**: 6.9941 eV
**Energy above the lowest of the compared OMol25 structures with the same formula, charge and spin**: 0.699 eV

***

# C38H45Cl5Ge2N3O2SeY

A structure of composition C38H45Cl5Ge2N3O2SeY (ωB97M-V/def2-TZVPD, the Open Molecules 2025 dataset).

Element x y z (Å)
Y (0.578, 0.514, 0.510)
C (1.840, 4.950, -3.686)
C (2.620, 3.994, -2.756)
Ge (1.531, 2.533, -2.220)
C (0.227, 3.363, -1.026)
C (-1.035, 3.783, -1.802)
C (0.620, 1.369, -3.419)
C (0.071, 0.140, -3.297)
Ge (0.564, -1.029, -1.752)
C (2.346, -1.751, -2.154)
C (2.359, -2.832, -3.248)
C (-0.535, -2.643, -1.476)
C (-2.008, -2.387, -1.116)
C (-0.853, -0.348, -4.380)
C (-1.661, 0.547, -5.088)
C (-2.491, 0.112, -6.112)
C (-2.530, -1.234, -6.455)
C (-1.748, -2.142, -5.755)
C (-0.929, -1.702, -4.719)
H (2.511, 5.728, -4.052)
H (1.016, 5.451, -3.171)
H (1.433, 4.440, -4.564)
H (2.885, 4.486, -1.817)
H (3.540, 3.643, -3.219)
H (0.727, 4.214, -0.562)
H (-0.069, 2.741, -0.188)
H (-0.782, 4.374, -2.688)
H (-1.695, 4.396, -1.183)
H (-1.603, 2.915, -2.151)
H (0.438, 1.915, -4.354)
H (2.757, -2.156, -1.221)
H (2.970, -0.921, -2.444)
H (1.817, -3.731, -2.941)
H (3.384, -3.136, -3.486)
H (1.910, -2.469, -4.178)
H (-0.018, -3.146, -0.656)
H (-0.470, -3.313, -2.338)
H (-2.105, -1.759, -0.224)
H (-2.543, -3.322, -0.906)
H (-2.546, -1.889, -1.932)
H (-1.663, 1.599, -4.820)
H (-3.112, 0.827, -6.645)
H (-3.173, -1.574, -7.264)
H (-1.772, -3.197, -6.014)
H (-0.315, -2.418, -4.190)
Cl (8.170, 1.085, 0.326)
C (6.506, 1.178, -0.037)
C (5.568, 1.169, 0.983)
Cl (6.055, 1.055, 2.622)
C (4.223, 1.265, 0.665)
Cl (3.032, 1.138, 1.942)
C (3.757, 1.396, -0.636)
O (2.406, 1.531, -0.832)
C (4.712, 1.341, -1.658)
Cl (4.235, 1.338, -3.319)
C (6.070, 1.247, -1.355)
Cl (7.206, 1.205, -2.626)
O (0.362, 2.534, 2.240)
C (-0.849, 3.087, 2.835)
C (-1.401, 2.184, 3.906)
C (-1.681, 0.765, 3.388)
C (-2.545, 0.795, 2.161)
C (-3.921, 0.913, 2.249)
C (-4.682, 1.007, 1.094)
C (-4.051, 0.982, -0.141)
C (-2.683, 0.858, -0.163)
N (-1.937, 0.770, 0.960)
H (1.103, 2.721, 2.815)
H (-1.550, 3.195, 2.016)
H (-0.640, 4.078, 3.224)
H (-2.322, 2.643, 4.284)
H (-0.704, 2.123, 4.746)
H (-2.159, 0.178, 4.172)
H (-0.745, 0.268, 3.149)
H (-4.390, 0.930, 3.227)
H (-5.762, 1.097, 1.156)
H (-4.607, 1.051, -1.070)
H (-2.151, 0.811, -1.106)
C (-1.434, -3.905, 2.503)
N (-0.739, -3.358, 3.681)
C (0.317, -2.542, 3.665)
Se (1.226, -1.882, 2.176)
N (0.654, -2.300, 4.936)
C (-0.199, -2.984, 5.819)
C (-0.254, -3.058, 7.205)
C (-1.265, -3.836, 7.737)
C (-2.185, -4.510, 6.915)
C (-2.115, -4.431, 5.538)
C (-1.093, -3.653, 5.014)
H (-0.835, -3.718, 1.622)
H (-2.407, -3.436, 2.387)
H (-1.562, -4.976, 2.633)
H (1.464, -1.760, 5.183)
H (0.459, -2.536, 7.839)
H (-1.350, -3.931, 8.814)
H (-2.968, -5.104, 7.373)
H (-2.825, -4.950, 4.903)

Computed properties:
**Multiplicity**: 1
**Net charge**: +2
**E_LUMO**: -5.2 eV
**HOMO**: -0.4479 Ha
**E**: -290724.626 eV
**Gap between HOMO and LUMO**: 7.0205 eV
**Energy above the lowest of the compared OMol25 structures with the same formula, charge and spin**: 0.320 eV